## one
{
  "formula": "C7H7N",
  "method": "ωB97M-V with the def2-TZVPD basis set",
  "elements": ["C", "C", "C", "C", "C", "C", "C", "H", "H", "H", "H", "H", "H", "H", "N"],
  "positions_angstrom": [[0.545, 2.745, 0.462], [0.674, 1.679, -0.088], [0.869, -1.496, 0.122], [0.191, -0.740, 1.216], [-0.789, 0.095, 0.875], [-1.285, -0.044, -0.417], [-0.617, -0.864, -1.254], [0.370, 3.465, 1.338], [0.630, 0.700, -0.642], [1.858, -1.751, 0.396], [0.583, -0.828, 2.229], [-1.230, 0.805, 1.630], [-2.029, 0.788, -0.812], [-0.958, -0.766, -2.262], [0.464, -1.524, -1.054]],
  "lowdin_charge": [-0.0015, -0.0519, -0.1476, -0.0562, -0.2037, -0.1219, -0.2352, 0.0682, 0.0508, 0.0988, 0.1102, 0.1406, 0.1670, 0.1090, 0.0733],
  "smiles": "c1ccncc1.C#C",
  "gap_ev": 10.482
}

## two
{
  "formula": "C7H7N",
  "method": "ωB97M-V with the def2-TZVPD basis set",
  "elements": ["C", "C", "C", "C", "C", "C", "C", "H", "H", "H", "H", "H", "H", "H", "N"],
  "positions_angstrom": [[-2.358, 2.572, -0.804], [-1.712, 1.605, -0.542], [1.956, -0.024, 0.734], [0.599, 0.232, 0.914], [-0.445, -0.669, 0.588], [-0.072, -1.546, -0.366], [1.347, -1.768, -0.663], [-3.155, 3.207, -0.933], [-1.150, 0.847, 0.003], [2.622, 0.586, 1.212], [0.470, 1.032, 1.530], [-1.526, -0.482, 0.802], [-0.720, -2.103, -1.076], [1.800, -2.500, -1.347], [2.344, -0.989, -0.051]],
  "lowdin_charge": [0.0232, 0.0071, -0.1579, -0.0832, -0.1421, -0.0761, -0.0630, -0.0073, -0.0427, 0.0812, 0.0768, 0.1253, 0.1146, 0.0991, 0.0449],
  "smiles": "c1ccncc1.C#C",
  "gap_ev": 9.957
}

## three
{
  "formula": "C7H7N",
  "method": "ωB97M-V with the def2-TZVPD basis set",
  "elements": ["N", "C", "H", "C", "C", "C", "C", "C", "C", "H", "H", "H", "H", "H", "H"],
  "positions_angstrom": [[0.641, -3.852, -2.444], [0.010, -3.289, -1.638], [-0.571, -2.770, -0.895], [-2.581, -1.089, 3.262], [-1.944, 0.086, 2.861], [-3.754, -1.499, 2.628], [-2.482, 0.852, 1.826], [-4.292, -0.733, 1.593], [-3.656, 0.442, 1.192], [-2.158, -1.692, 4.077], [-1.021, 0.408, 3.360], [-4.255, -2.424, 2.944], [-1.981, 1.776, 1.510], [-5.215, -1.055, 1.094], [-4.078, 1.045, 0.377]],
  "lowdin_charge": [0.0420, -0.0879, 0.0458, -0.1044, -0.1044, -0.1044, -0.1043, -0.1043, -0.1043, 0.1043, 0.1044, 0.1044, 0.1044, 0.1044, 0.1044],
  "smiles": "c1ccccc1.C#N",
  "gap_ev": 10.329
}

Computed relative energies in units of eV: one 3.900; two 3.522; three 0.000

## one
{
  "formula": "C5H12N3",
  "method": "ωB97M-V with the def2-TZVPD basis set",
  "elements": ["C", "C", "C", "C", "C", "N", "N", "N", "H", "H", "H", "H", "H", "H", "H", "H", "H", "H", "H", "H"],
  "positions_angstrom": [[0.492, -0.760, 0.132], [0.467, 0.621, 0.003], [-1.733, -0.061, 0.456], [1.523, -1.843, -0.215], [1.519, 1.664, -0.320], [-0.786, -1.187, 0.624], [-2.505, -0.058, -0.778], [-0.807, 1.138, 0.461], [-2.421, -0.136, 1.371], [0.949, -2.631, -0.424], [2.271, -2.101, 0.701], [2.148, -1.566, -1.158], [1.469, 1.870, -1.474], [2.477, 1.280, -0.187], [1.413, 2.621, 0.253], [-1.063, -2.104, 0.505], [-3.315, -0.754, -0.774], [-2.039, 0.146, -1.611], [-0.582, 1.771, 1.372], [-1.150, 1.782, -0.140]],
  "lowdin_charge": [-0.1940, -0.2467, -0.2994, 0.0065, -0.0187, 0.0745, 0.0905, 0.1379, 0.1824, 0.0102, 0.1537, 0.1270, 0.1277, 0.0522, 0.0973, 0.1071, 0.1431, 0.0636, 0.2673, 0.1177],
  "smiles": "CC1=C(C)[NH2+][C@@H](N)N1",
  "gap_ev": 9.189,
  "charge": 1
}

## two
{
  "formula": "C5H12N3",
  "method": "ωB97M-V with the def2-TZVPD basis set",
  "elements": ["C", "C", "C", "C", "C", "N", "N", "N", "H", "H", "H", "H", "H", "H", "H", "H", "H", "H", "H", "H"],
  "positions_angstrom": [[-0.962, 0.589, -1.559], [0.542, 0.873, -0.033], [-1.769, 0.243, 1.526], [2.025, -0.792, -0.867], [-0.276, 0.443, 1.732], [-0.398, 1.475, -0.839], [-0.362, -0.624, -1.523], [0.608, -0.599, -0.510], [-1.794, 0.934, -2.200], [1.516, 1.408, 0.270], [-2.224, 0.860, 0.762], [-2.217, 0.173, 2.472], [-2.034, -0.660, 1.102], [2.272, -1.588, -1.485], [2.378, -0.071, -1.535], [2.688, -0.628, -0.076], [0.233, -0.386, 1.993], [0.007, 1.310, 2.315], [-0.697, -1.543, -1.708], [0.465, -1.420, 0.164]],
  "lowdin_charge": [-0.1552, -0.1529, -0.1005, 0.0115, -0.0325, 0.0874, 0.1054, -0.0945, 0.1651, 0.1758, 0.0752, 0.0754, 0.0405, 0.0924, 0.0967, 0.1026, 0.0341, 0.0931, 0.1650, 0.2155],
  "gap_ev": 9.669,
  "charge": 1
}

Computed relative energies in units of eV: one 0.000; two 2.553